115
Properties=species:S:1:pos:R:3 method="wB97M-V/def2-TZVPD" e_tot_ha=-5023.400538 homo_ev=-8.7924 total_charge=0 homo_lumo_gap_ev=9.1
C 2.00 -4.67 0.79
C 0.81 -4.26 1.63
C -0.27 -3.52 0.88
F -1.37 -3.43 1.72
C 0.14 -2.11 0.37
C 0.66 -2.21 -1.07
N -0.27 -1.69 -2.07
O 1.25 -1.64 1.19
C 0.74 -1.01 2.27
O 1.41 -0.59 3.21
O -0.62 -0.86 2.12
C -0.82 -0.96 0.71
Br -2.68 -1.29 0.31
O -0.35 0.16 0.12
C -0.99 1.39 0.51
C 0.04 2.35 1.08
N 1.27 2.33 0.30
C 2.47 2.64 1.06
C 3.40 1.45 1.12
C 3.92 1.06 -0.26
O 4.51 1.80 1.97
H 2.67 -5.31 1.35
H 2.58 -3.80 0.48
H 1.68 -5.21 -0.09
H 1.13 -3.71 2.50
H 0.34 -5.16 2.02
H -0.58 -4.12 0.03
H 0.89 -3.25 -1.27
H 1.60 -1.67 -1.12
H -1.07 -2.29 -2.17
H 0.21 -1.63 -2.96
H -1.78 1.22 1.22
H -1.41 1.82 -0.40
H 0.29 2.07 2.10
H -0.42 3.34 1.11
H 1.20 2.94 -0.50
H 3.03 3.46 0.60
H 2.24 2.96 2.08
H 2.89 0.59 1.56
H 3.92 -0.02 -0.37
H 3.34 1.47 -1.07
H 4.95 1.37 -0.34
H 4.49 1.20 2.71
C -5.95 -1.39 -1.08
C -6.55 -1.52 0.17
C -7.93 -1.50 0.28
C -8.72 -1.35 -0.85
C -8.12 -1.21 -2.10
C -6.74 -1.24 -2.21
H -4.87 -1.41 -1.17
H -5.93 -1.64 1.05
H -8.39 -1.60 1.25
H -9.79 -1.33 -0.76
H -8.73 -1.09 -2.98
H -6.27 -1.13 -3.18
C -2.42 -2.50 -6.70
C -3.49 -3.30 -7.07
C -4.44 -3.66 -6.12
C -4.32 -3.22 -4.81
C -3.24 -2.42 -4.45
C -2.29 -2.06 -5.39
H -1.68 -2.21 -7.44
H -3.58 -3.64 -8.09
H -5.28 -4.28 -6.41
H -5.06 -3.50 -4.08
H -3.15 -2.08 -3.43
H -1.46 -1.43 -5.11
C 3.62 2.94 4.80
C 2.60 2.07 4.46
C 1.55 1.84 5.35
C 1.53 2.50 6.57
C 2.56 3.37 6.92
C 3.60 3.59 6.03
H 4.43 3.12 4.11
H 2.62 1.55 3.51
H 0.76 1.16 5.08
H 0.72 2.32 7.26
H 2.54 3.87 7.87
H 4.40 4.27 6.29
C -4.05 -4.50 6.36
C -3.41 -4.65 5.14
C -2.79 -3.57 4.54
C -2.81 -2.33 5.16
C -3.45 -2.17 6.38
C -4.07 -3.26 6.98
H -4.53 -5.35 6.83
H -3.40 -5.62 4.65
H -2.29 -3.68 3.59
H -2.32 -1.48 4.69
H -3.47 -1.20 6.86
H -4.57 -3.14 7.93
C 6.83 0.73 -2.67
C 7.72 1.56 -2.01
C 8.38 2.56 -2.70
C 8.16 2.72 -4.07
C 7.28 1.88 -4.73
C 6.61 0.88 -4.03
H 6.31 -0.05 -2.12
H 7.89 1.44 -0.94
H 9.07 3.22 -2.19
H 8.68 3.50 -4.61
H 7.11 2.00 -5.79
H 5.92 0.23 -4.54
C -0.99 4.74 -3.40
C -1.17 6.08 -3.75
C -0.07 6.93 -3.82
C 1.20 6.45 -3.55
C 1.38 5.12 -3.20
C 0.29 4.27 -3.13
H -1.84 4.08 -3.35
H -2.16 6.45 -3.96
H -0.22 7.97 -4.10
H 2.05 7.11 -3.61
H 2.38 4.75 -2.99
H 0.43 3.23 -2.86

=====

58
Properties=species:S:1:pos:R:3 method="wB97M-V/def2-TZVPD" e_tot_ha=-3592.985960 homo_ev="-10.3392 / -10.3313" multiplicity=2 s2=0.753 total_charge=+1 homo_lumo_gap_ev="6.5 / 6.2"
Cu -0.91 -0.59 0.96
C -5.00 0.72 1.99
C -4.78 1.35 3.20
C -3.50 1.33 3.69
C -2.50 0.75 2.94
N -2.69 0.26 1.70
C -3.92 0.16 1.29
C -1.10 0.70 3.46
C -0.60 1.17 4.66
C 0.79 1.23 4.83
C 1.66 0.81 3.86
C 1.08 0.32 2.72
N -0.22 0.34 2.53
C 1.84 -0.29 1.56
C 3.20 -0.11 1.40
C 3.80 -0.82 0.40
C 3.05 -1.66 -0.42
C 1.68 -1.70 -0.26
N 1.10 -0.92 0.66
H -6.00 0.73 1.52
H -5.61 1.88 3.75
H -3.23 1.81 4.62
H -4.11 -0.31 0.33
H -1.24 1.42 5.49
H 1.07 1.64 5.77
H 2.70 0.86 3.99
H 3.74 0.54 2.08
H 4.88 -0.81 0.32
H 3.48 -2.28 -1.18
H 1.15 -2.39 -0.89
N -1.21 -2.69 0.89
C -0.78 -3.11 1.91
C -0.29 -3.66 3.05
C 0.98 -3.21 3.47
N 2.06 -2.83 3.68
C -1.23 -4.23 3.97
N -2.12 -4.70 4.55
S -0.78 0.98 -5.62
C -0.90 0.68 -3.91
C 0.13 0.88 -2.99
C 0.00 0.60 -1.63
N -1.08 -0.04 -1.12
C -2.08 -0.26 -2.01
C -2.03 0.09 -3.34
C 0.99 1.22 -5.74
C 1.84 0.18 -5.53
C 3.17 0.43 -5.58
N 3.68 1.66 -5.89
C 2.84 2.61 -6.16
C 1.46 2.46 -6.06
H 1.07 1.39 -3.23
H 0.81 0.77 -0.99
H -2.90 -0.87 -1.65
H -2.89 -0.21 -3.97
H 1.54 -0.81 -5.28
H 3.88 -0.44 -5.41
H 3.25 3.68 -6.22
H 0.77 3.28 -6.18

=====

2
Properties=species:S:1:pos:R:3 method="wB97M-V/def2-TZVPD" e_tot_ha=-3618.122905 homo_ev="-14.9666 / -15.2125" multiplicity=5 s2=6.273 total_charge=+1 homo_lumo_gap_ev="6.1 / 8.0"
Cr -0.69 -0.49 -1.02
Br 0.69 0.49 1.02

=====

55
Properties=species:S:1:pos:R:3 method="wB97M-V/def2-TZVPD" e_tot_ha=-1128.621302 homo_ev="-15.6471 / -16.2126" multiplicity=3 s2=2.003 total_charge=+2 homo_lumo_gap_ev="10.7 / 8.8"
Pd 0.14 0.17 -0.08
C 3.29 0.07 1.15
O 2.33 0.71 0.27
H 4.14 0.73 1.35
H 2.87 -0.03 2.15
H 3.59 -0.88 0.72
H 2.78 1.47 -0.11
C 1.07 -2.33 2.28
O 0.31 -1.22 1.80
C -0.79 -1.03 2.69
C -1.60 0.27 2.42
N -1.83 0.46 0.97
C -3.02 -0.37 0.56
C -2.61 -1.19 -0.69
O -1.27 -1.69 -0.51
C -1.26 -3.12 -0.36
H 0.48 -3.25 2.15
H 1.37 -2.24 3.32
H 1.93 -2.47 1.62
H -0.44 -0.93 3.71
H -1.51 -1.84 2.57
H -0.95 1.08 2.76
H -2.53 0.19 2.99
H -2.17 1.41 0.85
H -3.79 0.32 0.24
H -3.41 -1.09 1.28
H -2.66 -0.49 -1.52
H -3.25 -2.05 -0.84
H -1.94 -3.40 0.44
H -0.23 -3.42 -0.19
H -1.58 -3.58 -1.30
C 0.57 3.20 1.63
O 0.15 2.47 0.47
C 0.05 3.35 -0.67
C -0.89 2.67 -1.66
N -0.54 1.22 -1.89
C 0.57 1.09 -2.85
C 0.77 -0.41 -3.02
O 1.20 -0.94 -1.76
C 2.04 -2.07 -1.93
H -0.32 3.58 2.15
H 1.15 4.07 1.33
H 1.14 2.64 2.37
H 1.05 3.42 -1.09
H -0.39 4.28 -0.32
H -0.96 3.14 -2.65
H -1.88 2.73 -1.20
H -1.41 0.93 -2.33
H 1.44 1.58 -2.43
H 0.42 1.47 -3.87
H 1.45 -0.60 -3.86
H -0.12 -0.93 -3.39
H 1.52 -3.03 -1.92
H 2.72 -2.11 -1.07
H 2.77 -1.98 -2.73

=====

83
Properties=species:S:1:pos:R:3 method="wB97M-V/def2-TZVPD" e_tot_ha=-1426.068992 homo_ev=-8.1698 total_charge=0 homo_lumo_gap_ev=8.8
C -1.05 -2.02 2.08
C -2.31 -1.65 2.77
O -2.58 -0.26 2.50
H -1.12 -2.07 0.99
H -0.82 -3.04 2.38
H -0.21 -1.40 2.38
H -2.11 -1.57 3.84
H -3.18 -2.30 2.63
H -1.81 0.25 2.75
C 1.29 0.90 2.16
C 1.22 1.71 3.47
C 2.44 2.62 3.74
O 3.64 1.87 4.01
C 4.69 2.75 4.32
N -0.01 2.41 3.29
H 2.16 0.26 2.20
H 1.32 1.59 1.32
H 0.44 0.21 2.12
H 1.10 1.00 4.29
H 2.23 3.19 4.65
H 2.56 3.37 2.95
H 5.56 2.20 4.69
H 4.44 3.50 5.08
H 4.93 3.33 3.43
H 0.19 3.16 2.64
H -0.26 2.84 4.17
C 0.06 -3.44 0.54
C -1.14 -3.21 -0.41
C -0.64 -2.71 -1.83
O -1.77 -2.40 -2.58
C -1.42 -2.21 -3.93
N -1.83 -4.48 -0.56
H 0.48 -2.44 0.71
H 0.85 -4.10 0.19
H -0.23 -3.74 1.55
H -1.80 -2.47 0.04
H -0.14 -3.57 -2.28
H -0.02 -1.82 -1.85
H -0.43 -1.79 -4.10
H -2.13 -1.57 -4.45
H -1.36 -3.25 -4.27
H -2.56 -4.58 0.12
H -2.42 -4.34 -1.37
C -3.52 0.81 -1.58
C -2.54 -0.17 -2.17
C -1.38 0.50 -2.98
O -1.98 1.22 -4.07
C -2.32 0.45 -5.21
N -1.91 -0.87 -1.01
H -3.03 1.57 -0.98
H -4.29 0.41 -0.92
H -4.09 1.27 -2.39
H -3.17 -0.84 -2.76
H -0.71 -0.28 -3.34
H -0.76 1.13 -2.34
H -3.18 -0.22 -5.11
H -1.45 -0.11 -5.56
H -2.59 1.24 -5.90
H -1.60 -1.76 -1.38
H -2.68 -1.13 -0.41
C 0.70 3.13 -1.42
C 1.45 2.41 -0.28
C 2.18 1.07 -0.66
O 2.78 0.44 0.45
C 3.39 -0.74 0.11
N 2.40 3.39 0.28
H 0.06 2.37 -1.86
H 1.35 3.37 -2.26
H 0.15 4.02 -1.11
H 0.74 1.97 0.41
H 2.95 1.31 -1.39
H 1.62 0.35 -1.25
H 3.98 -0.66 -0.80
H 2.67 -1.55 0.05
H 4.06 -0.94 0.94
H 2.77 3.94 -0.47
H 3.20 2.88 0.64
C -0.09 -0.14 0.40
O -0.31 0.50 -0.81
H -0.98 -0.05 1.02
H 0.02 -1.21 0.18
H 0.79 0.22 0.94
H -0.94 -0.01 -1.33

=====

14
Properties=species:S:1:pos:R:3 method="wB97M-V/def2-TZVPD" e_tot_ha=-829.060504 homo_ev=-9.5913 total_charge=0 homo_lumo_gap_ev=9.7
O 0.39 -1.72 -0.63
C 0.09 -0.54 0.08
C -0.87 -1.00 1.22
F -0.38 -1.86 2.07
F -1.45 0.16 1.81
C 0.96 0.71 0.37
C -0.37 0.78 -0.59
S -0.04 1.02 -2.33
H 0.86 -1.24 -1.54
H -1.69 -1.49 0.59
H 1.96 0.57 -0.10
H 0.98 0.97 1.39
H -1.21 1.23 -0.24
H 0.76 2.40 -2.11

=====

45
Properties=species:S:1:pos:R:3 method="wB97M-V/def2-TZVPD" e_tot_ha=-960.211486 homo_ev=-10.7197 total_charge=+1 homo_lumo_gap_ev=6.9
C -3.57 0.99 -3.24
C -2.50 1.04 -2.20
C -1.72 -0.09 -1.97
C -0.71 -0.06 -1.04
N -0.59 1.00 -0.19
C 0.55 1.05 0.74
C 1.69 1.57 -0.13
C 2.33 0.76 -1.08
C 2.65 1.34 -2.33
C 2.47 2.71 -2.53
C 2.18 3.54 -1.44
C 1.84 2.96 -0.22
C 0.71 -0.24 1.44
C 1.89 -0.80 1.93
N 1.63 -2.07 2.42
C 2.54 -2.89 3.19
C 0.27 -2.36 2.22
C -0.38 -3.58 2.34
C -1.74 -3.63 1.98
C -2.41 -2.45 1.61
C -1.74 -1.21 1.55
C -0.36 -1.19 1.72
C -1.25 2.15 -0.47
C -2.22 2.19 -1.45
H -4.11 1.94 -3.32
H -3.15 0.75 -4.22
H -4.30 0.20 -3.01
H -1.86 -1.02 -2.52
H -0.03 -0.90 -0.92
H 0.34 1.82 1.49
H 2.54 -0.29 -0.87
H 3.00 0.71 -3.16
H 2.61 3.16 -3.52
H 2.20 4.63 -1.53
H 1.59 3.57 0.66
H 2.88 -0.35 1.92
H 2.14 -3.90 3.27
H 3.52 -2.90 2.69
H 2.68 -2.48 4.21
H 0.17 -4.45 2.68
H -2.28 -4.58 2.01
H -3.48 -2.49 1.37
H -2.30 -0.28 1.40
H -0.96 3.01 0.14
H -2.75 3.14 -1.59

=====

30
Properties=species:S:1:pos:R:3 method="wB97M-V/def2-TZVPD" e_tot_ha=-634.210668 homo_ev=-7.9819 total_charge=0 homo_lumo_gap_ev=8.6
C -2.79 -1.57 -1.27
N -3.82 -0.74 -0.68
C -3.20 0.48 -0.05
C -2.49 0.24 1.33
O -1.14 -0.20 1.09
C -0.13 0.64 0.51
C -0.20 1.98 0.15
C 0.89 2.66 -0.40
C 1.95 1.93 -0.57
C 2.14 0.56 -0.29
C 3.39 -0.15 -0.29
C 3.53 -1.51 -0.10
C 2.37 -2.19 0.32
C 1.12 -1.52 0.44
C 1.06 -0.14 0.19
H -2.19 -1.08 -2.09
H -3.24 -2.53 -1.72
H -2.20 -1.85 -0.25
H -4.41 -0.58 -1.48
H -2.43 1.08 -0.65
H -4.16 1.10 -0.24
H -3.14 -0.68 1.61
H -2.53 1.12 1.95
H -1.19 2.50 0.38
H 1.02 3.79 -0.71
H 3.05 2.40 -0.80
H 4.30 0.27 -0.65
H 4.40 -2.10 -0.69
H 2.48 -3.15 0.61
H 0.19 -2.01 0.94

=====

20
Properties=species:S:1:pos:R:3 method="wB97M-V/def2-TZVPD" e_tot_ha=-651.212187 homo_ev=-8.6087 total_charge=0 homo_lumo_gap_ev=9.6
C 2.09 2.30 -1.50
C 0.88 1.39 -1.67
C 0.10 1.17 -0.34
N 0.91 0.40 0.58
C 0.32 -0.60 1.46
C -0.27 -1.80 0.64
S -2.06 -1.64 0.36
H 3.06 1.94 -1.85
H 2.18 2.61 -0.45
H 1.93 3.27 -1.97
H 1.06 0.46 -2.20
H 0.14 1.88 -2.32
H -0.31 2.11 0.03
H -0.75 0.59 -0.70
H 1.60 0.97 1.03
H 1.18 -1.01 1.99
H -0.49 -0.27 2.11
H 0.06 -2.72 1.12
H 0.20 -1.81 -0.34
H -2.39 -1.84 1.67

=====

14
Properties=species:S:1:pos:R:3 method="wB97M-V/def2-TZVPD" e_tot_ha=-307.591950 homo_ev=-9.7849 total_charge=0 homo_lumo_gap_ev=10.6
C -1.05 1.75 -1.03
C 0.22 1.37 -0.92
H -1.41 2.67 -0.60
H -1.77 1.14 -1.57
H 0.58 0.44 -1.36
H 0.95 1.98 -0.39
C -1.00 -0.34 1.41
O -0.13 -0.33 2.26
H -1.90 0.30 1.50
H -0.93 -0.97 0.51
C 1.62 -2.00 0.06
O 0.87 -1.94 -0.89
H 1.39 -1.51 1.02
H 2.57 -2.56 0.00